# 1
DFT (ωB97M-V/def2-TZVPD) results for the ion C3H9N2O with charge +1 at a distorted geometry.

Values from the calculation:
Structure (SMILES): NCC(=[NH2+])CO
HOMO level (eV): -14.2614
Charge: +1
Orbital gap (Ha): 0.332
LUMO level (eV): -5.222

Last column: Löwdin charge in e.
Cartesian coordinates (Å):
N: 1.530 -1.088 -0.150  0.063
C: 0.151 -1.251 0.268  -0.172
C: -0.603 -0.043 -0.110  -0.158
N: -1.923 -0.112 0.144  0.241
C: -0.062 1.250 -0.439  -0.230
O: 1.014 1.625 0.338  0.002
H: 2.068 -1.236 0.676  0.094
H: 1.770 -1.820 -0.690  0.041
H: -0.294 -2.061 -0.349  0.162
H: 0.063 -1.507 1.304  0.145
H: -2.469 0.739 0.277  0.153
H: -2.180 -1.074 0.547  0.188
H: 0.146 1.321 -1.546  0.176
H: -0.834 2.133 -0.445  0.174
H: 1.644 2.201 -0.097  0.121

# 2
DFT (ωB97M-V/def2-TZVPD) results for the ion C3H9N2O with charge +1 at a distorted geometry.

Values from the calculation:
Structure (SMILES): C=N[C@H](O)[NH2+]C
HOMO level (eV): -14.9799
Charge: +1
Orbital gap (Ha): 0.419
LUMO level (eV): -3.566

Last column: Löwdin charge in e.
Cartesian coordinates (Å):
C: 1.968 1.777 0.479  0.057
N: 1.242 0.988 -0.166  0.031
C: -0.120 0.931 0.088  -0.358
O: -0.679 0.680 1.289  0.072
N: -0.535 -0.444 -0.758  0.014
C: -0.387 -1.689 -0.112  -0.044
H: 2.939 1.810 -0.036  0.106
H: 1.717 2.377 1.345  0.110
H: -0.648 1.727 -0.454  0.180
H: -0.333 -0.174 1.627  0.121
H: -0.129 -0.466 -1.688  0.168
H: -1.494 -0.267 -1.123  0.188
H: -1.203 -1.844 0.664  0.146
H: -0.260 -2.466 -0.842  0.115
H: 0.567 -1.616 0.351  0.096

# 3
DFT (ωB97M-V/def2-TZVPD) results for the ion C3H9N2O with charge +1 at a distorted geometry.

Values from the calculation:
Structure (SMILES): CNC(=O)C[NH3+]
HOMO level (eV): -14.2051
Charge: +1
Orbital gap (Ha): 0.388
LUMO level (eV): -3.642

Last column: Löwdin charge in e.
Cartesian coordinates (Å):
C: 1.042 1.826 0.254  -0.108
N: -0.378 1.657 0.371  0.000
C: -0.849 0.328 0.167  -0.370
O: -1.999 -0.162 0.423  0.025
C: 0.148 -0.678 -0.434  0.048
N: -0.552 -2.190 -0.164  0.252
H: 1.333 1.741 -0.784  0.088
H: 1.303 2.847 0.552  0.098
H: 1.554 1.145 1.075  0.141
H: -1.114 2.465 0.358  0.215
H: 0.391 -0.811 -1.481  0.134
H: 1.119 -0.887 0.029  0.122
H: -0.374 -2.489 0.702  0.101
H: -1.477 -1.890 -0.387  0.123
H: -0.147 -2.902 -0.678  0.132

# 4
DFT (ωB97M-V/def2-TZVPD) results for the ion C3H9N2O with charge +2 at a distorted geometry.

Values from the calculation:
HOMO level (alpha / beta) (eV): -21.7789 / -21.3982
Charge: +2
Orbital gap (alpha / beta) (Ha): 0.466 / 0.294
Multiplicity: 2
LUMO level (alpha / beta) (eV): -9.089 / -13.389

Last column: Löwdin spin population.
Cartesian coordinates (Å):
N: -1.477 1.558 0.478  -0.003
C: -1.059 0.340 -0.282  -0.012
C: -0.247 -0.570 0.661  -0.003
N: 0.970 -1.116 0.280  0.560
C: 1.865 -0.929 -0.856  0.094
O: -0.489 -0.645 1.843  0.287
H: -2.482 1.746 0.328  0.000
H: -1.381 1.399 1.493  -0.001
H: -0.970 2.419 0.230  0.000
H: -0.412 0.539 -1.136  -0.001
H: -1.952 -0.140 -0.679  -0.003
H: 1.312 -1.849 0.917  0.004
H: 2.680 -0.296 -0.472  0.047
H: 2.285 -1.917 -1.073  0.024
H: 1.354 -0.539 -1.732  0.005

# 5
DFT (ωB97M-V/def2-TZVPD) results for a cluster of 3 separate species, C3H9N2O2 in total at a distorted geometry.

Values from the calculation:
HOMO level (eV): -14.3176
Charge: +1
Orbital gap (Ha): 0.409
LUMO level (eV): -3.194

Last column: Löwdin charge in e.
Cartesian coordinates (Å):
C: -0.002 -0.600 -1.525  -0.004
C: -0.272 -0.160 -0.274  -0.070
N: 0.560 -0.852 0.555  0.110
C: 1.097 -1.862 -0.115  -0.100
N: 0.951 -1.688 -1.409  0.123
H: -0.511 -0.091 -2.395  0.155
H: -0.889 0.582 0.152  0.091
H: 0.558 -0.755 1.623  0.226
H: 1.607 -2.857 0.195  0.202
H: 1.401 -2.082 -2.244  0.191
H: 2.527 2.500 2.064  0.046
H: 1.156 2.555 1.063  0.102
O: 1.638 2.128 1.894  -0.133
H: -3.769 0.601 0.564  0.051
H: -3.116 1.675 -0.357  0.066
O: -2.936 0.906 0.209  -0.055

# 6
DFT (ωB97M-V/def2-TZVPD) results for the ion C3H9N2O2 with charge +1 at a distorted geometry.

Values from the calculation:
Structure (SMILES): CO/C(N)=[N+](\C)O
HOMO level (eV): -13.9690
Charge: +1
Orbital gap (Ha): 0.388
LUMO level (eV): -3.413

Last column: Löwdin charge in e.
Cartesian coordinates (Å):
C: 1.318 -1.758 1.378  0.208
O: 0.366 -0.512 0.692  -0.035
C: -0.028 -0.132 -0.526  -0.315
N: 0.365 -0.786 -1.617  0.231
N: -0.867 0.960 -0.792  -0.150
C: -1.458 1.716 0.290  0.012
O: -1.225 1.202 -2.094  0.057
H: 0.997 -1.663 2.402  0.091
H: 0.998 -2.669 0.886  0.087
H: 2.337 -1.466 1.172  0.090
H: 0.031 -0.464 -2.518  0.129
H: 1.002 -1.562 -1.600  0.133
H: -1.317 2.789 0.129  0.106
H: -2.521 1.501 0.390  0.107
H: -0.948 1.431 1.211  0.100
H: -1.071 2.147 -2.279  0.150

# 7
DFT (ωB97M-V/def2-TZVPD) results for a cluster of 2 separate species, C3H9N2O2 in total at a distorted geometry.

Values from the calculation:
HOMO level (alpha / beta) (eV): -10.5330 / -15.4823
Charge: +1
Orbital gap (alpha / beta) (Ha): 0.272 / 0.239
Multiplicity: 3
LUMO level (alpha / beta) (eV): -3.144 / -8.976

Last column: Löwdin spin population.
Cartesian coordinates (Å):
C: 1.302 -0.398 2.066  0.054
C: -0.046 0.719 0.257  0.495
C: -0.170 0.650 -2.142  0.062
N: 0.287 0.543 1.534  0.464
N: 0.535 0.503 -0.855  0.592
O: 1.259 -0.471 3.247  0.214
O: -1.082 -1.631 -0.048  0.031
H: 1.814 -0.809 1.245  0.000
H: -0.985 1.300 0.089  0.021
H: -0.320 -0.246 -2.680  0.022
H: -1.027 1.297 -1.967  0.001
H: 0.352 1.346 -2.852  0.026
H: -0.259 0.884 2.350  0.004
H: 1.416 -0.028 -0.830  0.010
H: -1.559 -1.111 0.624  0.002
H: -1.518 -2.550 -0.038  0.002

# 8
DFT (ωB97M-V/def2-TZVPD) results for a cluster of 2 separate species, C3H9N2O2S in total at a distorted geometry.

Values from the calculation:
HOMO level (alpha / beta) (eV): -9.6441 / -9.5678
Charge: 0
Orbital gap (alpha / beta) (Ha): 0.373 / 0.248
Multiplicity: 2
LUMO level (alpha / beta) (eV): 0.514 / -2.832

Last column: Löwdin spin population.
Cartesian coordinates (Å):
C: 2.146 -0.712 1.769  0.057
C: 1.755 -1.071 0.243  0.093
S: 1.764 0.386 -0.750  0.789
N: 1.170 0.252 2.385  0.013
H: 3.146 -0.251 1.839  0.000
H: 2.064 -1.631 2.398  0.003
H: 0.834 -1.685 0.237  0.003
H: 2.551 -1.713 -0.140  0.013
H: 0.288 -0.233 2.597  0.001
H: 0.970 0.995 1.715  0.015
N: -1.204 0.979 -1.178  0.004
C: -2.149 0.069 -0.757  0.000
O: -3.462 0.450 -1.031  0.000
O: -1.941 -0.906 -0.036  0.001
H: -1.551 1.494 -2.005  0.000
H: -0.108 0.773 -0.951  0.008
H: -3.463 1.393 -1.134  0.000

# 9
DFT (ωB97M-V/def2-TZVPD) results for a cluster of 2 separate species, C3H9N2O2S in total at a distorted geometry.

Values from the calculation:
HOMO level (alpha / beta) (eV): -9.4812 / -9.4855
Charge: 0
Orbital gap (alpha / beta) (Ha): 0.366 / 0.255
Multiplicity: 2
LUMO level (alpha / beta) (eV): 0.481 / -2.546

Last column: Löwdin spin population.
Cartesian coordinates (Å):
C: -0.651 0.512 1.370  0.003
C: 0.113 1.264 0.281  0.082
S: 1.876 1.452 0.759  0.808
N: -1.570 -0.513 0.811  0.000
C: -1.266 -1.374 -0.202  0.000
N: 0.031 -1.664 -0.540  0.002
O: -2.136 -2.132 -0.634  0.000
H: -0.018 -0.019 2.111  0.000
H: -1.250 1.234 2.006  0.000
H: 0.084 0.842 -0.724  0.016
H: -0.399 2.221 0.206  0.014
H: -2.433 -0.504 1.307  0.000
H: 0.730 -1.121 -0.072  0.003
H: 0.245 -1.978 -1.470  0.000
H: 1.556 0.536 -2.143  0.002
H: 2.705 1.047 -1.315  0.008
O: 2.385 0.197 -1.750  0.062

# 10
DFT (ωB97M-V/def2-TZVPD) results for a cluster of 2 separate species, C3H9N2O3 in total at a distorted geometry.

Values from the calculation:
HOMO level (eV): -3.5782
Charge: -1
Orbital gap (Ha): 0.263
LUMO level (eV): 3.574

Last column: Löwdin charge in e.
Cartesian coordinates (Å):
O: -0.248 -1.853 -2.615  -0.017
C: 0.304 -1.279 -1.672  -0.535
N: 1.490 -1.678 -1.163  0.144
C: -0.607 -0.521 -0.725  -0.149
N: 0.219 0.222 0.273  -0.066
C: 0.230 1.701 0.309  -0.462
O: 0.293 2.084 1.613  -0.299
H: 1.876 -1.228 -0.350  0.086
H: 1.735 -2.626 -1.397  0.099
H: -1.351 -1.200 -0.307  0.116
H: -1.288 0.128 -1.309  0.112
H: 0.063 -0.204 1.176  0.088
H: -0.596 2.170 -0.316  0.098
H: 1.213 2.001 -0.117  0.081
H: -0.622 1.482 2.488  -0.039
H: -2.158 0.679 2.566  -0.028
O: -1.388 0.984 3.065  -0.228

# 11
DFT (ωB97M-V/def2-TZVPD) results for a structure of composition C3H9N2OS at a distorted geometry.

Values from the calculation:
HOMO level (eV): -13.3863
Charge: +1
Orbital gap (Ha): 0.333
LUMO level (eV): -4.322

Last column: Löwdin charge in e.
Cartesian coordinates (Å):
C: -1.253 0.360 0.245  -0.368
C: -0.701 -1.365 -1.569  0.009
C: 2.585 0.603 0.846  -0.085
N: -0.490 -0.433 -0.413  -0.017
N: -2.443 0.407 0.707  0.162
O: 1.548 1.410 0.237  -0.684
S: 0.235 1.927 0.971  0.950
H: 0.111 -2.059 -1.662  0.083
H: -1.655 -1.935 -1.375  0.111
H: -0.744 -0.757 -2.484  0.102
H: 2.125 -0.409 0.870  0.084
H: 2.762 0.952 1.862  0.093
H: 3.401 0.593 0.056  0.132
H: 0.517 -0.205 -0.228  0.096
H: -3.291 -0.247 0.580  0.193
H: -2.708 1.159 1.357  0.139

# 12
DFT (ωB97M-V/def2-TZVPD) results for the ion C3H9N2OS2 with charge +1 at a distorted geometry.

Values from the calculation:
Structure (SMILES): NC(=O)[C@H]([NH3+])CSS
HOMO level (eV): -12.2758
Charge: +1
Orbital gap (Ha): 0.325
LUMO level (eV): -3.436

Last column: Löwdin charge in e.
Cartesian coordinates (Å):
N: -0.961 0.061 -2.405  0.194
C: -1.303 0.173 -1.147  -0.514
O: -2.346 0.698 -0.770  0.059
C: -0.366 -0.295 0.007  -0.333
N: -1.075 0.007 1.345  0.196
C: 0.941 0.307 0.032  -0.481
S: 2.306 -0.957 0.300  0.383
S: 3.206 -0.979 2.109  0.252
H: -0.352 -0.682 -2.690  0.125
H: -1.801 0.423 -3.026  0.214
H: -0.294 -1.448 -0.082  0.172
H: -1.074 -0.787 2.071  0.213
H: -0.645 0.779 1.899  0.171
H: -1.976 0.486 0.987  0.165
H: 0.976 1.280 0.463  0.088
H: 1.121 0.465 -1.233  0.163
H: 3.643 0.470 2.142  -0.067

For each record above, in turn, the calculated energy values are -304.1532, -304.1465, -304.1564, -303.7034, -379.4344, -379.3663, -379.2373, -777.8368, -777.8403, -454.9571, -702.3025, -1100.5403 hartree.